Record 1
26
Properties=species:S:1:pos:R:3:mulliken_charge:R:1 method="wB97M-V/def2-TZVPD" charge=+1 energy_ev=-13113.688 de_lowest_kcal_mol=92.9 gap_ev="7.481 / 7.481"
C 3.73032 -0.34745 0.37880 -0.2797
C 2.65968 -1.27062 0.35991 -0.5906
C 3.61965 0.99375 0.01320 -0.9542
C 1.40582 -0.97696 -0.17489 0.4762
C 2.38819 1.30915 -0.52707 -0.2298
C 1.40376 0.29297 -0.71995 0.5832
C 0.10145 -1.66398 0.04025 -1.0425
C 1.04097 1.60956 -0.81602 0.1732
C -1.05538 -0.63196 -0.04615 0.1257
C -1.48562 -0.47394 -1.50573 -1.3677
C -1.82919 1.52685 0.85799 -1.0754
N -0.70012 0.65989 0.56590 -0.2405
H 4.66931 -0.68059 0.79742 0.3869
H 2.81040 -2.22451 0.84623 0.4425
H 4.42762 1.69446 0.14685 0.4345
H -0.08176 -2.43936 -0.70686 0.3824
H 0.11822 -2.15774 1.01479 0.3988
H 0.33424 2.36443 -1.06839 0.5023
H -1.90381 -1.06066 0.50795 0.4575
H -1.98220 -1.38564 -1.82689 0.4377
H -0.62811 -0.30725 -2.15244 0.3085
H -2.18533 0.34446 -1.63548 0.3581
H -2.56484 1.04662 1.51133 0.3350
H -1.46736 2.42713 1.35037 0.3628
H -2.32760 1.80958 -0.06627 0.3602
H -0.17372 0.49076 1.42021 0.2547

Record 2
12
Properties=species:S:1:pos:R:3:nbo_charge:R:1 method="wB97M-V/def2-TZVPD" energy_ev=-14843.359 smiles=I[C@@H]1CCON1 de_lowest_kcal_mol=61.7 gap_ev=9.556
I -3.06753 -0.00323 -0.04853 0.0941
C -1.12198 -0.24204 0.79090 -0.1851
C -0.23900 0.73797 -0.03732 -0.4788
C 0.49012 -0.23584 -1.01895 -0.0930
O 0.75135 -1.43762 -0.28723 -0.3864
N -0.49629 -1.69165 0.31384 -0.3399
H -1.05327 -0.02388 1.78020 0.1990
H 0.55310 1.10549 0.71330 0.2087
H -0.61664 1.55160 -0.72086 0.2436
H -0.29590 -0.33069 -1.74061 0.1787
H 1.50771 0.02128 -1.28005 0.2104
H -0.16632 -2.17304 1.14324 0.3487

Record 3
21
Properties=species:S:1:pos:R:3:nbo_charge:R:1 method="wB97M-V/def2-TZVPD" energy_ev=-14050.289 smiles=Cc1ccc2cccc(O)c2n1 de_lowest_kcal_mol=78.6 gap_ev=8.085
C -3.10541 0.97185 0.19509 -0.6577
C -1.83373 0.21540 -0.09589 0.2116
C -1.77402 -1.13933 -0.24925 -0.2752
C -0.57867 -1.74616 -0.14554 -0.1168
C 0.62305 -1.03390 0.26870 -0.0810
C 1.95303 -1.45972 0.21708 -0.2383
C 3.03130 -0.66262 0.04565 -0.1746
C 2.82628 0.76790 -0.06384 -0.3277
C 1.57760 1.33444 -0.09898 0.3660
O 1.14022 2.51168 -0.05039 -0.6582
C 0.49982 0.31605 0.09921 0.1242
N -0.63109 0.84392 -0.03145 -0.4856
H -3.75706 -0.01350 0.76012 0.2218
H -3.07647 2.10164 0.90170 0.2717
H -3.63487 0.92361 -0.86701 0.2427
H -2.67939 -1.65998 -0.34557 0.2132
H -0.51525 -2.75269 -0.21606 0.2039
H 2.12024 -2.48619 0.14848 0.1988
H 4.04455 -1.07540 -0.18636 0.2236
H 3.64440 1.44179 -0.26176 0.2114
H 0.12546 2.60120 -0.02393 0.5260